{
  "formula": "C14H20O3",
  "method": "wB97M-V/def2-TZVPD",
  "molar_mass_g_mol": 236.31,
  "total_energy_ev": -20981.923,
  "lumo_ev": 0.7,
  "smiles": "CC1=C[C@]2(O)C[C@@H](C)C(=O)[C@@H]2[C@](C)(O)C12CC2",
  "spin_multiplicity": 1,
  "species": ["C", "C", "C", "C", "O", "C", "C", "C", "C", "O", "C", "C", "C", "O", "C", "C", "C", "H", "H", "H", "H", "H", "H", "H", "H", "H", "H", "H", "H", "H", "H", "H", "H", "H", "H", "H", "H"],
  "positions_angstrom": [[2.619, -1.963, -0.593], [1.432, -1.126, -0.319], [0.254, -1.453, -0.931], [-1.071, -0.651, -0.683], [-2.277, -1.555, -0.605], [-1.095, 0.257, -1.953], [-1.858, 1.401, -1.494], [-3.378, 1.349, -1.633], [-1.542, 1.557, -0.035], [-1.234, 2.584, 0.489], [-1.119, 0.242, 0.589], [0.163, 0.162, 1.557], [0.179, -1.022, 2.505], [0.335, 1.419, 2.374], [1.450, -0.017, 0.673], [2.851, 0.419, 1.258], [2.178, 1.204, 0.234], [3.428, -1.423, -1.168], [2.920, -2.399, 0.376], [2.381, -2.879, -1.199], [0.172, -2.347, -1.544], [-2.005, -2.446, -0.656], [-0.013, 0.483, -2.212], [-1.541, -0.135, -2.887], [-1.362, 2.231, -2.011], [-3.650, 1.549, -2.651], [-3.751, 0.440, -1.139], [-3.862, 2.126, -1.071], [-1.965, -0.014, 1.201], [0.073, -0.723, 3.541], [-0.760, -1.630, 2.257], [1.094, -1.596, 2.417], [-0.217, 2.164, 2.030], [2.733, 0.592, 2.350], [3.813, -0.211, 1.007], [2.775, 1.188, -0.633], [1.850, 2.222, 0.560]],
  "forces_ev_per_angstrom": [[0.8766, -1.1280, -0.6579], [-2.8735, -0.7443, -0.9821], [-0.0817, 0.5077, 2.5191], [0.9753, -3.2185, -0.6692], [0.8121, 2.7477, -0.2553], [0.6489, -1.6124, -0.1381], [-0.8071, 2.8893, 0.0161], [0.3052, -0.1688, 0.5694], [3.2367, -0.5123, -0.1139], [-0.7962, 2.0581, 0.6922], [0.4516, -0.6364, -0.2146], [1.2654, 2.3535, -0.7368], [-2.4151, -0.7846, -0.2532], [-0.7163, -1.3199, -0.9170], [0.9476, 0.6056, -0.4349], [0.4975, -3.0149, 1.8855], [0.0219, 2.6294, 0.9572], [-0.5299, -0.5207, 1.0573], [0.6573, 0.4938, -0.3862], [-0.0977, 1.0439, 0.2836], [0.0207, 0.2295, -0.2181], [0.7067, -1.5351, -0.1322], [-1.3356, 0.0980, 0.4699], [0.1913, -0.5381, 0.7047], [-0.9469, 0.7253, 0.2955], [-0.4497, -0.6792, -0.6122], [-0.0251, -0.0991, -0.9361], [0.0716, 0.7673, 0.3716], [-0.4722, -0.7293, 0.2546], [-0.0389, 0.3196, 0.0949], [1.5088, 0.2642, 0.4743], [-0.1199, -0.2338, -0.1381], [0.4180, -1.0572, -0.2034], [0.3304, 0.5090, -1.0137], [-2.2265, 1.2970, 0.3545], [0.0066, 0.0621, -1.4651], [-0.0178, -1.0684, -0.5226]]
}